<P>
# C5H14N2O

A single C5H14N2O molecule (ωB97M-V with the def2-TZVPD basis set, the Open Molecules 2025 dataset).

Geometry (Å):
1 N -0.437 0.257 -3.241
2 C -0.045 -0.672 -2.218
3 C -0.782 -0.589 -0.872
4 C 0.096 -1.088 0.280
5 C 0.280 -0.306 1.608
6 N 1.720 -0.222 1.870
7 C -0.337 1.103 1.541
8 O 0.154 1.878 2.611
9 H -1.290 0.022 -3.719
10 H -0.381 1.233 -2.990
11 H -0.220 -1.689 -2.580
12 H 1.008 -0.525 -2.009
13 H -1.714 -1.151 -0.978
14 H -1.127 0.437 -0.740
15 H 1.087 -1.362 -0.087
16 H -0.247 -2.091 0.556
17 H -0.178 -0.816 2.433
18 H 1.957 0.047 2.806
19 H 2.204 0.163 1.076
20 H -1.423 1.001 1.588
21 H -0.187 1.569 0.555
22 H -0.138 2.802 2.511

total charge = 0
E_HOMO = -8.7 eV
SMILES = NCCC[C@@H](N)CO
HOMO-LUMO gap = 9.53 eV

natural (NBO) population analysis, charges in e, atoms 1 to 8: N -0.85; C -0.20; C -0.43; C -0.43; C -0.06; N -0.85; C -0.08; O -0.73

---

<Q>
# C5H14N2O

A molecular structure, C5H14N2O (ωB97M-V with the def2-TZVPD basis set, the Open Molecules 2025 dataset).

Geometry (Å):
1 C -1.268 0.028 -0.477
2 C -1.782 1.320 -1.070
3 C -1.941 -0.399 0.803
4 H -1.216 -0.765 -1.229
5 H 0.047 -0.350 -0.182
6 H -2.834 1.198 -1.349
7 H -1.233 1.611 -1.967
8 H -1.721 2.130 -0.341
9 H -1.613 -1.389 1.121
10 H -1.706 0.317 1.595
11 H -3.027 -0.420 0.671
12 C 2.338 -1.154 0.894
13 N 1.321 -1.162 -0.127
14 C 0.597 0.770 0.022
15 O 1.977 -1.052 -1.409
16 N 0.548 1.323 1.151
17 H 1.580 -1.765 -1.922
18 H 1.125 2.152 1.223
19 H 1.027 1.067 -0.932
20 H 2.829 -2.131 0.959
21 H 1.846 -0.941 1.845
22 H 3.105 -0.387 0.721

total charge = 0
E_HOMO = -7.5 eV
HOMO-LUMO gap = 8.43 eV

natural (NBO) population analysis, charges in e, atoms 1 to 8: C -0.24; C -0.63; C -0.65; H 0.22; H 0.36; H 0.22; H 0.22; H 0.23

---

Energetically preferred structure: <P> | next structure: +0.1948 hartree

---

<P>
# C5H14N2O

2 unconnected molecules or ions with the total composition C5H14N2O (ωB97M-V with the def2-TZVPD basis set, the Open Molecules 2025 dataset).

Geometry (Å):
1 C 0.231 1.484 -0.066
2 C -0.208 0.097 0.381
3 N -0.854 0.068 1.562
4 C 0.954 -0.954 0.323
5 C 1.885 -0.852 -0.824
6 C 1.427 -0.646 -2.096
7 N 2.008 -0.361 -3.316
8 H 0.980 1.314 -0.836
9 H 0.785 2.193 0.701
10 H -0.653 2.069 -0.352
11 H -0.849 -0.140 -0.492
12 H -0.286 -0.008 2.414
13 H -1.527 0.891 1.612
14 H 1.539 -0.723 1.300
15 H 0.534 -2.027 0.280
16 H 2.898 -0.729 -0.709
17 H 0.223 -0.771 -2.119
18 H 3.011 -0.043 -3.348
19 H 1.404 0.146 -4.074
20 O -4.180 -0.057 3.139
21 H -4.563 -0.311 3.946
22 H -4.760 -0.641 2.572

total charge = 0
E_HOMO = -7.7 eV
SMILES = C[C@H](N)C/C=C/N.O
HOMO-LUMO gap = 8.64 eV

natural (NBO) population analysis, charges in e, atoms 1 to 8: C -0.64; C -0.04; N -0.84; C -0.42; C -0.34; C 0.03; N -0.84; H 0.23

---

<Q>
# C5H14N2O

2 unconnected molecules or ions with the total composition C5H14N2O (ωB97M-V with the def2-TZVPD basis set, the Open Molecules 2025 dataset).

Geometry (Å):
1 H -2.456 0.012 -1.684
2 N -2.009 0.321 -0.827
3 C -1.618 -0.611 -0.035
4 N -1.691 -1.944 -0.322
5 C -0.956 -0.225 1.229
6 C 0.704 0.001 1.041
7 C 1.190 -0.137 -0.391
8 C 2.698 0.082 -0.487
9 H -1.235 -2.607 0.279
10 H -1.902 -2.243 -1.261
11 H -1.141 -0.949 2.024
12 H -1.332 0.751 1.532
13 H 1.019 0.950 1.463
14 H 1.112 -0.806 1.652
15 H 0.930 -1.117 -0.791
16 H 0.693 0.615 -1.007
17 H 3.033 -0.020 -1.516
18 H 3.233 -0.646 0.121
19 H 2.961 1.083 -0.137
20 O -0.676 2.534 -0.211
21 H -1.318 3.258 -0.136
22 H -1.239 1.697 -0.537

total charge = 0
E_HOMO = -9.7 eV
SMILES = [H]/N=C(\N)CCCC.O
HOMO-LUMO gap = 10.45 eV

natural (NBO) population analysis, charges in e, atoms 1 to 8: H 0.35; N -0.77; C 0.49; N -0.81; C -0.48; C -0.36; C -0.42; C -0.60

---

Energetically preferred structure: <Q> | next structure: +0.0923 hartree

---

<P>
# C5H14N2O

2 unconnected molecules or ions with the total composition C5H14N2O (ωB97M-V with the def2-TZVPD basis set, the Open Molecules 2025 dataset).

Geometry (Å):
1 C 0.554 -2.050 -0.684
2 O 0.928 -0.712 -0.612
3 C -0.432 -2.458 0.396
4 N -1.725 -1.642 0.294
5 H 0.058 -2.302 -1.652
6 H 1.399 -2.783 -0.561
7 H -0.578 -3.567 0.441
8 H -0.049 -2.145 1.375
9 H -2.255 -2.043 -0.522
10 H -2.279 -2.005 1.092
11 C -1.034 2.703 -0.538
12 C -0.527 1.383 0.109
13 C 1.886 1.422 0.229
14 N 0.758 1.638 0.815
15 H -1.327 3.435 0.217
16 H -0.299 3.123 -1.227
17 H -1.909 2.412 -1.123
18 H -1.153 0.973 0.903
19 H -0.357 0.641 -0.697
20 H 2.782 1.184 0.802
21 H 1.868 1.233 -0.853
22 H 0.762 1.563 1.860

total charge = 0
E_HOMO = -6.8 eV
HOMO-LUMO gap = 6.61 eV

natural (NBO) population analysis, charges in e, atoms 1 to 8: C -0.04; O -1.00; C -0.24; N -0.85; H 0.11; H 0.12; H 0.16; H 0.17

---

<Q>
# C5H14N2O

A single C5H14N2O molecule (ωB97M-V with the def2-TZVPD basis set, the Open Molecules 2025 dataset).

Geometry (Å):
1 C 0.359 0.594 3.399
2 N 0.515 0.870 1.924
3 C 0.067 -0.302 1.135
4 C -0.089 -0.053 -0.323
5 C -1.275 -0.965 -0.858
6 O -2.018 -0.408 -1.925
7 N 1.137 -0.256 -1.094
8 C 1.292 0.743 -2.142
9 H -0.623 0.989 3.656
10 H 1.212 1.099 3.842
11 H 0.263 -0.465 3.630
12 H 1.517 0.922 1.788
13 H -0.830 -0.719 1.593
14 H 0.734 -1.159 1.297
15 H -0.596 0.877 -0.596
16 H -0.875 -1.931 -1.164
17 H -1.952 -1.075 -0.009
18 H -2.142 -1.030 -2.651
19 H 1.401 -1.200 -1.307
20 H 0.433 1.239 -2.605
21 H 1.908 0.379 -2.970
22 H 1.793 1.605 -1.647

total charge = 0
E_HOMO = -8.3 eV
SMILES = CNC[C@H](CO)NC
HOMO-LUMO gap = 9.16 eV

natural (NBO) population analysis, charges in e, atoms 1 to 8: C -0.42; N -0.60; C -0.23; C -0.10; C -0.05; O -0.73; N -0.66; C -0.42

---

<R>
# C5H14N2O

A molecular structure, C5H14N2O (ωB97M-V with the def2-TZVPD basis set, the Open Molecules 2025 dataset).

Geometry (Å):
1 C 1.231 0.932 1.378
2 C 0.182 1.819 1.111
3 N 2.475 1.067 0.799
4 H 3.059 0.244 0.839
5 H 2.448 1.426 -0.147
6 H 1.220 0.332 2.281
7 H 0.554 -0.460 0.320
8 H -0.626 1.159 0.069
9 H 0.430 2.724 0.566
10 H -0.516 1.988 1.923
11 C -2.278 -0.249 -0.116
12 C -0.178 -2.124 -0.896
13 C 0.030 -0.624 -0.725
14 O 1.026 -0.156 -1.624
15 N -1.069 0.233 -0.761
16 H 0.535 0.264 -2.343
17 H -3.021 0.548 -0.131
18 H -2.115 -0.536 0.936
19 H -2.707 -1.107 -0.642
20 H -0.772 -2.539 -0.083
21 H 0.787 -2.628 -0.918
22 H -0.695 -2.315 -1.837

total charge = 0
E_HOMO = -7.8 eV
HOMO-LUMO gap = 8.77 eV

natural (NBO) population analysis, charges in e, atoms 1 to 8: C 0.09; C -0.69; N -0.78; H 0.38; H 0.39; H 0.21; H 0.12; H 0.36

---

Energetically preferred structure: <Q> | next structure: +0.0216 hartree

---

<P>
# C5H14N2O

A single C5H14N2O molecule (ωB97M-V with the def2-TZVPD basis set, the Open Molecules 2025 dataset).

Geometry (Å):
1 N -0.296 2.597 2.381
2 C 0.329 2.396 1.097
3 C -0.401 1.424 0.157
4 N -0.456 0.098 0.755
5 C 0.633 -0.793 0.368
6 C 0.734 -1.299 -1.067
7 C -0.154 -2.483 -1.318
8 O -0.272 -2.674 -2.742
9 H -1.084 3.212 2.324
10 H -0.662 1.699 2.687
11 H 0.452 3.331 0.554
12 H 1.341 2.015 1.257
13 H -1.403 1.787 -0.061
14 H 0.154 1.462 -0.789
15 H -1.347 -0.325 0.525
16 H 0.583 -1.621 1.085
17 H 1.572 -0.317 0.658
18 H 1.768 -1.577 -1.230
19 H 0.596 -0.504 -1.803
20 H -1.150 -2.306 -0.903
21 H 0.248 -3.409 -0.915
22 H -1.186 -2.714 -3.022

total charge = 0
E_HOMO = -8.8 eV
SMILES = NCCNCCCO
HOMO-LUMO gap = 9.60 eV

natural (NBO) population analysis, charges in e, atoms 1 to 8: N -0.83; C -0.22; C -0.24; N -0.64; C -0.22; C -0.45; C -0.06; O -0.74

---

<Q>
# C5H14N2O

A molecular structure, C5H14N2O (ωB97M-V with the def2-TZVPD basis set, the Open Molecules 2025 dataset).

Geometry (Å):
1 C -1.252 1.599 0.984
2 C -1.787 0.312 0.401
3 N -0.168 1.667 1.870
4 H -0.303 0.969 2.606
5 H 0.853 0.874 0.825
6 H -2.206 1.861 1.523
7 H -1.162 2.346 0.187
8 H -1.823 -0.544 1.079
9 H -0.891 -0.165 -0.488
10 H -2.699 0.414 -0.189
11 C 1.719 -1.033 0.891
12 N 1.306 0.159 0.155
13 C -0.089 -0.412 -1.479
14 C 0.154 -1.645 -1.924
15 O -0.133 0.729 -2.198
16 H 0.465 0.662 -2.956
17 H 2.107 0.589 -0.304
18 H 0.847 -1.450 1.401
19 H 2.483 -0.827 1.648
20 H 2.107 -1.784 0.201
21 H 0.189 -2.486 -1.248
22 H 0.283 -1.836 -2.985

total charge = 0
E_HOMO (spin up / spin down) = -7.9 / -6.8 eV
HOMO-LUMO gap (spin up / spin down) = 7.95 / 5.93 eV

Mulliken population analysis, charges in e, atoms 1 to 8: C -0.39; C -0.54; N -0.71; H 0.26; H 0.32; H 0.36; H 0.35; H 0.31

---

<R>
# C5H14N2O

2 unconnected molecules or ions with the total composition C5H14N2O (ωB97M-V with the def2-TZVPD basis set, the Open Molecules 2025 dataset).

Geometry (Å):
1 C 2.797 0.638 -0.598
2 C 2.185 0.281 0.527
3 C 0.959 0.904 1.125
4 C -0.378 0.309 0.674
5 N -1.345 0.472 1.829
6 C -0.269 -1.139 0.136
7 N -1.515 -1.891 0.288
8 H 2.464 1.327 -1.369
9 H 3.600 -0.014 -0.938
10 H 2.517 -0.692 0.880
11 H 0.973 0.805 2.217
12 H 1.056 1.994 1.150
13 H -0.844 0.852 -0.151
14 H -2.184 0.715 1.314
15 H -1.534 -0.449 2.203
16 H 0.555 -1.732 0.536
17 H 0.051 -1.064 -0.902
18 H -1.414 -2.634 0.958
19 H -1.870 -2.254 -0.579
20 O -1.579 1.324 -3.002
21 H -2.114 1.577 -3.762
22 H -2.110 0.671 -2.536

total charge = 0
E_HOMO = -9.2 eV
SMILES = C=CC[C@H](N)CN.O
HOMO-LUMO gap = 9.82 eV

natural (NBO) population analysis, charges in e, atoms 1 to 8: C -0.40; C -0.17; C -0.48; C -0.05; N -0.82; C -0.25; N -0.86; H 0.20

---

Energetically preferred structure: <P> | next structure: +0.0332 hartree